The following is a DFT calculation (ωB97M-V/def2-TZVPD) of an isolated ion of composition C4H6NO and charge +1.

Cartesian coordinates (Å):
C1 -0.20 -0.49 0.17
C2 0.81 1.41 1.96
C3 0.14 0.37 1.26
C4 -0.40 -0.86 -2.10
N1 0.19 -0.18 -1.03
O1 -0.04 0.26 2.49
H1 -0.78 -1.34 0.33
H2 1.84 1.52 2.17
H3 0.35 2.48 1.94
H4 -1.51 -0.71 -2.03
H5 -0.42 -1.93 -2.13
H6 0.03 -0.52 -3.02

Results
E	-285.59656	a.u.
charge	+1
2S+1	1
LUMO level	-6.802	eV
energy relative to the best compared isomer or geometry (same formula, charge and spin)	329.9	kJ/mol
E_HOMO	-15.75	eV

---

The following is a DFT calculation (ωB97M-V/def2-TZVPD) of an isolated ion of composition C4H6NO and charge +1.

Cartesian coordinates (Å):
C1 0.23 -1.42 0.07
C2 1.27 -0.67 -0.21
C3 -1.05 -0.49 -0.05
C4 1.05 0.77 -0.42
N1 -0.33 0.88 0.29
O1 2.11 0.31 0.31
H1 -0.01 -2.50 0.09
H2 -1.76 -0.48 -0.90
H3 -1.71 -0.78 0.75
H4 1.28 1.59 -1.09
H5 -0.93 1.56 -0.13
H6 -0.15 1.22 1.27

Results
E	-285.55945	a.u.
charge	+1
2S+1	1
LUMO level	-4.702	eV
energy relative to the best compared isomer or geometry (same formula, charge and spin)	427.3	kJ/mol
SMILES	C1=C2O[C@@H]2[NH2+]C1
E_HOMO	-14.29	eV

---

The following is a DFT calculation (ωB97M-V/def2-TZVPD) of an isolated ion of composition C4H6NO and charge +1.

Cartesian coordinates (Å):
C1 -0.65 -0.47 0.77
C2 -0.70 -0.42 2.06
C3 0.38 0.66 0.23
C4 0.79 -0.03 -1.02
N1 -0.49 -0.59 -1.48
O1 -1.22 -0.99 -0.23
H1 -1.07 0.19 -1.83
H2 -0.62 -0.50 3.10
H3 -0.17 1.53 0.14
H4 1.12 1.08 0.90
H5 1.23 0.50 -1.79
H6 1.39 -0.97 -0.86

Results
E	-285.51250	a.u.
charge	+1
2S+1	1
LUMO level	-7.414	eV
energy relative to the best compared isomer or geometry (same formula, charge and spin)	550.6	kJ/mol
E_HOMO	-15.20	eV

---

The following is a DFT calculation (ωB97M-V/def2-TZVPD) of an isolated ion of composition C4H6NO and charge +1.

Cartesian coordinates (Å):
C1 -0.69 1.08 -0.03
C2 0.67 1.23 0.00
C3 -1.11 -0.32 -0.01
C4 0.25 -1.05 0.03
N1 1.30 -0.03 0.00
O1 2.48 -0.18 0.07
H1 -1.50 1.77 -0.02
H2 1.20 2.08 0.06
H3 -1.68 -0.63 0.81
H4 -1.68 -0.54 -0.80
H5 0.29 -1.66 0.83
H6 0.48 -1.75 -0.94

Results
E	-285.61645	a.u.
charge	+1
2S+1	1
LUMO level	-6.987	eV
energy relative to the best compared isomer or geometry (same formula, charge and spin)	277.6	kJ/mol
SMILES	O=[N+]1C=CCC1
E_HOMO	-16.29	eV

---

The following is a DFT calculation (ωB97M-V/def2-TZVPD) of C4H6NO as an isolated structure.

Cartesian coordinates (Å):
C1 0.38 0.94 -0.04
C2 -1.33 -0.12 0.04
C3 -1.07 1.31 0.07
C4 1.16 -1.35 0.04
N1 0.24 -0.32 0.00
O1 -2.15 -0.98 -0.05
H1 1.20 1.55 -0.37
H2 -1.39 1.80 0.93
H3 -1.41 1.90 -0.90
H4 1.18 -1.84 0.98
H5 2.25 -0.87 -0.03
H6 0.94 -2.02 -0.67

Results
E	-285.67029	a.u.
charge	+1
2S+1	1
LUMO level	-5.628	eV
energy relative to the best compared isomer or geometry (same formula, charge and spin)	136.3	kJ/mol
E_HOMO	-16.46	eV

---

The following is a DFT calculation (ωB97M-V/def2-TZVPD) of an isolated ion of composition C4H6NO2 and charge +1.

Cartesian coordinates (Å):
C1 0.80 1.33 0.00
C2 -0.50 0.87 0.00
C3 1.76 0.34 0.01
C4 -0.78 -0.63 0.09
N1 0.40 -1.47 -0.10
O1 2.80 -0.12 0.03
O2 -1.50 1.70 -0.04
H1 1.10 2.36 -0.03
H2 -1.19 -0.79 1.10
H3 -1.58 -0.88 -0.62
H4 0.50 -1.85 -1.03
H5 0.57 -2.15 0.62
H6 -2.38 1.30 -0.03

Results
E	-360.97393	a.u.
charge	+1
2S+1	1
LUMO level	-4.610	eV
energy relative to the best compared isomer or geometry (same formula, charge and spin)	0.0	kJ/mol
E_HOMO	-15.20	eV

---

The following is a DFT calculation (ωB97M-V/def2-TZVPD) of C4H6NO2P as an isolated structure.

Cartesian coordinates (Å):
C1 0.76 -0.19 -1.81
C2 -0.25 0.78 -1.47
C3 1.43 -0.80 -0.87
C4 -0.67 0.94 -0.15
N1 -0.48 -0.55 2.32
O1 1.49 2.03 2.20
O2 1.16 -0.78 0.51
P1 0.29 0.38 1.20
H1 1.06 -0.47 -2.83
H2 -0.81 1.27 -2.25
H3 2.17 -1.63 -1.12
H4 -1.46 1.48 0.13
H5 0.07 -1.37 2.23
H6 -0.69 -0.31 3.27

Results
E	-702.43550	a.u.
2S+1	1
LUMO level (alpha / beta)	-0.504 / -0.504	eV
energy relative to the best compared isomer or geometry (same formula, charge and spin)	527.4	kJ/mol
E_HOMO (alpha / beta)	-8.36 / -8.36	eV

---

The following is a DFT calculation (ωB97M-V/def2-TZVPD) of C4H6NO2S as an isolated structure.

Cartesian coordinates (Å):
O1 0.63 1.49 -2.13
C1 1.13 0.53 -1.27
N1 -0.46 0.70 0.46
C2 0.38 -0.16 -0.33
C3 -1.65 0.33 0.36
S1 -3.92 0.57 2.12
C4 1.18 -1.26 0.55
O2 0.49 -1.73 1.55
H1 2.00 -0.08 -1.59
H2 2.10 -0.70 0.86
H3 1.14 1.77 -1.12
H4 -2.28 0.36 1.32
H5 -2.23 0.17 -0.54
H6 1.48 -1.98 -0.26

Results
E	-759.12223	a.u.
charge	-1
2S+1	1
LUMO level	0.746	eV
energy relative to the best compared isomer or geometry (same formula, charge and spin)	1001.4	kJ/mol
E_HOMO	-3.37	eV

---

The following is a DFT calculation (ωB97M-V/def2-TZVPD) of an isolated ion of composition C4H6NO2S and charge -1.

Cartesian coordinates (Å):
O1 0.76 1.88 -1.66
C1 -0.31 1.92 -1.00
N1 -0.74 1.09 -0.08
C2 0.12 0.09 0.45
C3 0.79 -0.78 -0.64
S1 -0.04 -2.29 -1.07
C4 -0.67 -0.91 1.41
O2 -0.85 -0.40 2.57
H1 -0.92 2.83 -1.15
H2 0.02 -1.80 1.33
H3 0.81 0.78 0.97
H4 0.78 -0.11 -1.53
H5 1.81 -1.10 -0.43
H6 -1.57 -1.21 0.83

Results
E	-759.31246	a.u.
charge	-1
2S+1	1
LUMO level	0.754	eV
energy relative to the best compared isomer or geometry (same formula, charge and spin)	502.0	kJ/mol
E_HOMO	-4.58	eV

---

The following is a DFT calculation (ωB97M-V/def2-TZVPD) of an isolated ion of composition C4H6NO3 and charge +1.

Cartesian coordinates (Å):
C1 -0.67 0.91 0.19
C2 0.59 0.88 0.29
C3 -1.43 -0.61 -0.09
C4 -0.35 -1.73 -0.27
N1 2.00 0.87 0.27
O1 -2.57 -0.54 -0.14
O2 0.86 -1.30 -0.56
O3 -1.64 1.83 0.38
H1 -0.45 -2.31 0.70
H2 -0.83 -2.32 -1.07
H3 2.23 1.81 -0.11
H4 2.17 0.21 -0.50
H5 2.56 0.53 1.08
H6 -2.46 1.77 -0.16

Results
E	-436.02351	a.u.
charge	+1
2S+1	1
LUMO level (alpha / beta)	-5.941 / -5.945	eV
energy relative to the best compared isomer or geometry (same formula, charge and spin)	548.6	kJ/mol
E_HOMO (alpha / beta)	-13.92 / -13.92	eV

---

The following is a DFT calculation (ωB97M-V/def2-TZVPD) of one molecule with the formula C4H6NOP.

Cartesian coordinates (Å):
C1 -0.58 1.62 -0.65
C2 0.25 0.60 -0.17
C3 -0.68 -0.50 -0.02
C4 1.69 0.36 -0.03
N1 -1.88 -0.13 -0.27
O1 -1.87 1.19 -0.64
P1 -0.32 -2.19 0.41
H1 -0.53 2.74 -0.85
H2 2.26 0.96 -0.85
H3 2.03 0.62 0.95
H4 1.82 -0.70 -0.33
H5 -1.65 -2.61 0.54
H6 -0.54 -1.97 1.90

Results
E	-627.26866	a.u.
2S+1	1
LUMO level	0.846	eV
energy relative to the best compared isomer or geometry (same formula, charge and spin)	161.7	kJ/mol
SMILES	Cc1conc1P
E_HOMO	-9.65	eV

---

The following is a DFT calculation (ωB97M-V/def2-TZVPD) of one molecule with the formula C4H6NOPS.

Cartesian coordinates (Å):
C1 0.72 0.28 -1.63
C2 0.01 0.76 -0.55
C3 0.39 -1.41 0.08
C4 -0.50 2.17 -0.47
N1 -0.21 -0.07 0.45
O1 0.15 -1.89 2.63
P1 0.37 -2.75 1.29
S1 1.16 -1.35 -1.42
H1 1.03 0.82 -2.50
H2 0.32 2.85 -0.29
H3 -0.98 2.46 -1.40
H4 -1.21 2.25 0.35
H5 -0.25 -1.03 2.44
H6 -0.98 -3.08 1.01

Results
E	-1025.53737	a.u.
2S+1	1
LUMO level	0.096	eV
energy relative to the best compared isomer or geometry (same formula, charge and spin)	5.9	kJ/mol
SMILES	Cc1csc(PO)n1
E_HOMO	-8.69	eV

---

The following is a DFT calculation (ωB97M-V/def2-TZVPD) of a 2-piece molecular cluster, C4H6NPS overall.

Cartesian coordinates (Å):
C1 -1.33 -0.37 0.47
C2 -0.51 -1.18 0.74
C3 -0.20 1.50 -1.39
C4 0.79 -1.83 1.05
N1 -0.98 1.26 -2.22
P1 0.17 1.94 0.28
S1 -1.60 0.82 -3.56
H1 -2.30 0.17 0.28
H2 1.27 -1.39 2.01
H3 0.67 -2.93 1.23
H4 1.50 -1.69 0.27
H5 1.36 2.70 -0.03
H6 1.17 0.98 0.89

Results
E	-950.12870	a.u.
2S+1	1
LUMO level	0.105	eV
energy relative to the best compared isomer or geometry (same formula, charge and spin)	246.1	kJ/mol
SMILES	[PH2]#CN=S.C#CC
E_HOMO	-8.25	eV

---

The following is a DFT calculation (ωB97M-V/def2-TZVPD) of one molecule with the formula C4H6NPS.

Cartesian coordinates (Å):
C1 0.23 -0.84 0.54
C2 -1.13 -0.98 0.39
C3 0.93 0.31 -0.12
C4 -1.87 -0.21 -0.64
N1 0.17 1.45 -0.44
P1 2.72 0.60 -0.36
S1 -1.44 1.51 -0.46
H1 0.86 -1.37 1.21
H2 -1.72 -1.81 0.98
H3 -1.47 -0.42 -1.57
H4 -2.90 -0.46 -0.47
H5 3.19 0.34 0.97
H6 2.42 1.87 -0.03

Results
E	-950.13939	a.u.
2S+1	3
LUMO level (alpha / beta)	0.803 / -1.993	eV
energy relative to the best compared isomer or geometry (same formula, charge and spin)	0.0	kJ/mol
E_HOMO (alpha / beta)	-6.18 / -9.44	eV

---

The following is a DFT calculation (ωB97M-V/def2-TZVPD) of C4H6NaO7 as an isolated structure.

Cartesian coordinates (Å):
O1 0.86 -1.92 0.74
C1 -0.40 -1.80 1.24
C2 -1.47 -2.06 0.18
O2 -1.91 -3.42 0.43
C3 -1.45 -3.80 1.56
O3 -0.65 -3.01 2.16
O4 -1.71 -4.98 1.95
H1 1.52 -1.66 1.39
H2 -0.58 -0.96 1.92
H3 -1.06 -2.02 -0.84
H4 -2.34 -1.40 0.28
H5 -1.13 -5.28 2.67
O5 -0.86 1.60 -2.29
C4 0.22 1.79 -1.52
O6 0.22 1.39 -0.32
O7 1.19 2.39 -2.03
Na1 2.29 2.64 0.03
H6 -1.55 1.17 -1.75

Results
E	-844.82111	a.u.
charge	+1
2S+1	1
LUMO level	-3.456	eV
energy relative to the best compared isomer or geometry (same formula, charge and spin)	84.0	kJ/mol
E_HOMO	-11.59	eV

---

The following is a DFT calculation (ωB97M-V/def2-TZVPD) of C4H6NiO2 as an isolated structure.

Cartesian coordinates (Å):
O1 2.51 -0.65 -0.90
C1 1.81 -0.64 0.32
H1 1.82 -0.76 -1.58
H2 2.06 0.31 0.84
C2 0.23 -0.60 -0.10
C3 -0.54 0.20 0.67
C4 -1.74 0.95 0.14
O2 -2.17 0.54 -1.11
Ni1 -1.07 -0.93 -1.69
H3 -0.29 0.44 1.72
H4 1.43 -1.74 0.65
H5 -1.49 2.04 0.15
H6 -2.56 0.85 0.90

Results
E	-1814.62614	a.u.
charge	-1
2S+1	4
LUMO level (alpha / beta)	4.134 / 3.705	eV
energy relative to the best compared isomer or geometry (same formula, charge and spin)	0.0	kJ/mol
E_HOMO (alpha / beta)	-1.61 / -4.00	eV

---

The following is a DFT calculation (ωB97M-V/def2-TZVPD) of one molecule with the formula C4H6O.

Cartesian coordinates (Å):
O1 -1.04 0.58 0.86
C1 0.11 1.04 0.14
C2 0.97 -0.06 -0.61
C3 0.30 -1.31 -0.26
C4 -0.66 -1.73 0.35
H1 -1.79 0.37 0.29
H2 -0.20 1.82 -0.57
H3 0.73 1.47 0.93
H4 1.00 0.10 -1.70
H5 2.02 -0.05 -0.27
H6 -1.44 -2.23 0.86

Results
E	-231.13763	a.u.
2S+1	1
LUMO level	0.933	eV
energy relative to the best compared isomer or geometry (same formula, charge and spin)	226.0	kJ/mol
SMILES	C#CCCO
E_HOMO	-9.45	eV

---

The following is a DFT calculation (ωB97M-V/def2-TZVPD) of a 2-piece molecular cluster, C4H6O overall.

Cartesian coordinates (Å):
C1 2.47 0.35 0.03
C2 2.63 -0.81 -0.14
C3 -1.78 0.55 -0.23
C4 -0.82 -0.50 0.34
O1 -0.15 -0.24 1.27
H1 2.09 1.39 0.27
H2 -2.03 0.44 -1.31
H3 -1.66 1.55 -0.09
H4 3.04 -1.67 -0.40
H5 -0.98 -1.55 0.11
H6 -2.82 0.49 0.16

Results
E	-231.11722	a.u.
2S+1	1
LUMO level	1.034	eV
energy relative to the best compared isomer or geometry (same formula, charge and spin)	279.6	kJ/mol
SMILES	CC=O.C#C
E_HOMO	-9.88	eV

---

The following is a DFT calculation (ωB97M-V/def2-TZVPD) of a 2-piece molecular cluster, C4H6O overall.

Cartesian coordinates (Å):
C1 -1.81 0.62 -0.28
O1 -0.48 0.56 0.05
C2 0.83 -1.20 0.79
C3 1.45 -0.31 0.00
C4 1.78 0.63 -0.69
H1 -2.13 -0.25 -0.89
H2 -1.95 1.58 -0.80
H3 -2.36 0.73 0.66
H4 1.24 -1.05 1.79
H5 0.75 -2.13 0.23
H6 2.67 0.84 -1.21

Results
E	-230.98097	a.u.
2S+1	1
LUMO level (alpha / beta)	-1.084 / -0.799	eV
energy relative to the best compared isomer or geometry (same formula, charge and spin)	637.4	kJ/mol
E_HOMO (alpha / beta)	-9.29 / -9.08	eV

---

The following is a DFT calculation (ωB97M-V/def2-TZVPD) of a 2-piece molecular cluster, C4H6O overall.

Cartesian coordinates (Å):
C1 -0.61 1.38 -0.69
C2 -0.27 0.80 -1.78
C3 -0.16 -1.18 0.83
C4 0.86 -0.56 1.40
O1 -0.97 1.94 0.27
H1 0.48 0.03 -1.80
H2 -0.70 1.08 -2.72
H3 -1.16 -0.79 0.90
H4 -0.05 -2.11 0.30
H5 0.73 0.36 1.94
H6 1.86 -0.96 1.36

Results
E	-231.17943	a.u.
2S+1	1
LUMO level	1.027	eV
energy relative to the best compared isomer or geometry (same formula, charge and spin)	116.3	kJ/mol
SMILES	C=C=O.C=C
E_HOMO	-9.30	eV